Density functional theory data (ωB97M-V with the def2-TZVPD basis set) for a 10-piece molecular cluster, C20H60N10O10 overall in a non-equilibrium geometry.

Its HOMO-LUMO gap is 9.4 eV. For the relative energy (zero: lowest compared OMol25 entry of this formula, charge and spin), the calculation gives 291.7 kJ/mol. For the molar mass, the calculation gives 600.76 g mol⁻¹. The total charge is 0. The value obtained for the strongest force on any atom is 0.087 Eh/bohr. The total energy is -57091.97441 eV. The value obtained for the lowest unoccupied orbital energy is 0.012 eV.

Each line ends with the Löwdin charge.
Geometry (Å):
N (1.2588, -0.6765, -3.3653)  0.177
C (1.2828, -0.0052, -4.5261)  -0.736
N (0.2188, -0.3071, -5.2907)  0.162
O (2.1195, 0.7953, -4.8201)  0.055
H (2.1448, -0.7765, -2.8898)  0.077
H (0.6276, -1.4660, -3.4032)  0.039
H (-0.4607, -1.0303, -5.1154)  0.077
H (0.2107, 0.0895, -6.2174)  0.107
N (-0.3036, -4.5479, -4.5013)  0.175
C (-0.4324, -3.9230, -3.3441)  -0.734
N (-0.2488, -4.7338, -2.3230)  0.192
O (-0.6750, -2.7549, -3.3253)  0.030
H (-0.0101, -5.5109, -4.4770)  0.107
H (-0.3074, -4.0209, -5.3592)  0.119
H (0.3198, -5.5572, -2.4325)  0.115
H (-0.3981, -4.3759, -1.3923)  0.059
N (0.2764, 2.6363, 3.1595)  0.175
C (0.7503, 3.8523, 3.0478)  -0.770
N (-0.2159, 4.6988, 2.7922)  0.174
O (1.9301, 4.1519, 3.1027)  0.022
H (0.8999, 1.8887, 3.4208)  0.106
H (-0.6753, 2.3558, 2.9899)  0.046
H (-0.0920, 5.6239, 2.4146)  0.120
H (-1.1446, 4.3113, 2.7131)  0.064
N (-2.3840, -3.1566, 1.9231)  0.164
C (-1.5937, -4.2152, 1.7326)  -0.772
N (-0.8308, -4.1458, 0.6718)  0.164
O (-1.6508, -5.1406, 2.4947)  0.051
H (-2.8423, -3.1422, 2.8193)  0.117
H (-2.5090, -2.5256, 1.1473)  0.102
H (-0.2308, -4.9325, 0.4850)  0.116
H (-0.6619, -3.1754, 0.4427)  0.060
N (4.7219, -3.4637, -0.9498)  0.154
C (3.6966, -2.6899, -1.3336)  -0.726
N (2.5626, -3.2058, -0.9282)  0.179
O (3.8319, -1.5679, -1.8058)  0.035
H (5.5789, -2.9584, -1.1222)  0.113
H (4.7215, -4.3062, -0.4013)  0.105
H (1.8021, -2.5438, -1.0003)  0.074
H (2.5492, -3.9746, -0.2797)  0.110
C (1.7889, 3.8801, -0.8500)  -0.068
C (2.1317, 4.3485, -2.2593)  -0.426
C (1.2576, 3.6447, -3.3431)  -0.051
O (1.7763, 5.7527, -2.3737)  -0.075
H (0.7463, 3.9893, -0.5474)  0.070
H (2.3679, 4.4015, -0.0866)  0.077
H (1.9937, 2.8241, -0.6657)  0.072
H (3.2054, 4.2010, -2.3797)  0.132
H (1.3354, 4.1377, -4.3126)  0.074
H (0.1817, 3.6646, -3.1577)  0.073
H (1.4583, 2.5725, -3.3689)  0.051
H (1.6911, 5.9898, -3.2999)  0.067
C (-2.8915, 0.5680, -3.3692)  -0.038
C (-4.3713, 0.8997, -2.9078)  -0.483
C (-4.6673, 0.5198, -1.4355)  -0.040
O (-4.5045, 2.2628, -2.9539)  -0.056
H (-2.1627, 1.1821, -2.8429)  0.065
H (-2.7964, 0.4864, -4.4523)  0.069
H (-2.6497, -0.4681, -3.1162)  0.060
H (-5.0960, 0.4858, -3.6128)  0.131
H (-4.4537, -0.5507, -1.4146)  0.074
H (-5.6790, 0.7339, -1.0934)  0.079
H (-3.9933, 0.9695, -0.7057)  0.047
H (-4.2223, 2.5573, -3.8244)  0.095
C (-2.6162, 0.9900, 3.3566)  -0.052
C (-3.4392, 1.9377, 2.4789)  -0.466
C (-4.7343, 2.3110, 3.1758)  -0.045
O (-2.6241, 3.0949, 2.4409)  -0.092
H (-2.2646, 1.4303, 4.2891)  0.095
H (-1.7842, 0.5902, 2.7773)  0.052
H (-3.3422, 0.2253, 3.6391)  0.083
H (-3.5193, 1.5228, 1.4733)  0.116
H (-5.4248, 1.4700, 3.2436)  0.083
H (-5.1835, 3.2449, 2.8399)  0.083
H (-4.4758, 2.5169, 4.2165)  0.085
H (-2.7092, 3.4413, 1.5470)  0.110
C (-0.6502, 0.7320, -0.1001)  -0.017
C (0.3567, -0.4568, -0.0509)  -0.474
C (0.5130, -0.9596, 1.3631)  -0.054
O (-0.1841, -1.5156, -0.7566)  -0.095
H (-1.6693, 0.5171, 0.2214)  0.064
H (-0.7505, 1.2488, -1.0557)  0.063
H (-0.1810, 1.4655, 0.5594)  0.066
H (1.3486, -0.2355, -0.4513)  0.136
H (-0.4378, -1.1377, 1.8685)  0.065
H (1.0421, -0.3936, 2.1298)  0.065
H (1.0655, -1.8970, 1.2779)  0.072
H (-0.2435, -1.1596, -1.6508)  0.054
C (4.4207, -0.8845, 5.6171)  -0.070
C (3.3396, -1.2939, 4.6416)  -0.501
C (3.7282, -0.7440, 3.2598)  -0.046
O (3.1299, -2.6972, 4.6180)  -0.051
H (5.3433, -1.2907, 5.2018)  0.086
H (4.2301, -1.2019, 6.6434)  0.078
H (4.4661, 0.2025, 5.6896)  0.086
H (2.3853, -0.9382, 5.0373)  0.131
H (4.7104, -0.9489, 2.8369)  0.086
H (3.5242, 0.3270, 3.2122)  0.082
H (2.9863, -1.1016, 2.5438)  0.039
H (3.3604, -3.0382, 5.4861)  0.080

Forces on the atoms, in the same order (eV/Å):
-0.16 -0.74 1.46
-0.34 -0.43 0.48
-1.45 0.16 -2.18
1.36 1.33 -0.87
0.16 -0.09 0.10
0.39 -0.28 0.44
0.30 0.02 0.38
0.00 0.04 0.19
0.38 -1.51 -2.18
0.58 -0.92 -1.25
0.20 -0.98 2.67
-1.20 3.26 0.82
-0.15 0.14 -0.62
0.11 -0.18 0.15
-0.22 0.08 0.13
-0.01 0.01 -0.22
-0.28 -4.38 0.84
2.22 1.15 -0.65
-3.00 2.57 -0.74
0.68 -0.07 0.32
0.10 0.30 -0.04
0.07 0.53 0.00
0.53 -0.22 0.24
0.12 0.33 0.13
-0.50 1.48 -0.12
-1.51 -0.91 1.86
1.27 0.59 -2.23
0.39 -1.97 1.22
-0.31 0.37 -0.43
-0.45 0.34 0.58
0.23 0.40 0.23
0.93 -0.32 -0.96
2.77 0.41 -0.87
1.21 0.74 1.40
-3.35 -0.18 -0.18
-0.14 -0.27 -0.67
0.35 -0.67 0.27
-0.22 0.25 -0.14
-0.57 -0.54 0.32
-0.24 0.26 -0.06
-0.02 -0.02 0.68
-2.24 0.20 -0.59
0.32 -0.56 0.77
0.54 -0.12 0.88
-0.19 0.33 -0.45
0.10 0.20 -0.13
0.27 -0.13 -0.48
0.01 0.03 -0.49
0.57 -0.35 -0.18
-0.02 0.52 0.72
0.47 0.13 -0.55
0.12 -0.19 -0.06
-1.35 -1.69 0.72
1.59 -0.49 0.66
0.55 -1.05 -0.91
-0.41 2.46 -0.30
-0.10 0.31 -0.42
0.06 0.97 -0.09
-0.02 -0.15 0.41
-0.02 -0.70 0.23
-0.39 -0.18 0.47
-0.08 -0.07 -0.38
0.25 0.32 -0.39
-0.04 0.25 0.00
-1.30 -0.70 -0.43
0.76 0.00 1.58
0.05 -0.24 0.64
0.21 0.91 -1.20
-0.05 0.37 -0.19
-0.02 -0.26 0.18
0.50 -0.61 0.07
-0.38 -0.03 0.02
-0.26 0.16 -0.41
-0.17 -0.32 -0.51
0.15 0.04 0.09
0.11 0.40 0.00
1.56 0.64 0.16
-1.03 1.69 1.39
0.18 -0.56 0.86
-0.22 -1.21 -1.00
0.18 -0.51 0.29
0.31 -0.34 -0.28
-0.43 0.34 0.18
-0.04 0.59 -0.10
-0.28 -0.34 -0.41
0.30 0.62 -0.67
-0.10 -0.19 0.31
-0.35 -0.60 -0.46
-0.03 0.04 0.07
0.32 0.45 0.41
-2.00 -0.01 -0.38
0.61 -0.57 -0.50
0.30 0.13 0.50
0.09 -0.42 -0.04
0.20 0.03 -0.29
-0.11 0.88 -0.60
0.13 -0.21 0.60
0.44 0.19 0.34
0.21 -0.40 -0.15
-0.03 -0.10 0.01

Density functional theory data (ωB97M-V with the def2-TZVPD basis set) for a 10-piece molecular cluster, C20H60O10 overall in a non-equilibrium geometry.

Its HOMO-LUMO gap is 9.5 eV. For the relative energy (zero: lowest compared OMol25 entry of this formula, charge and spin), the calculation gives 188.2 kJ/mol. For the molar mass, the calculation gives 460.69 g mol⁻¹. The total charge is 0. The value obtained for the strongest force on any atom is 0.041 Eh/bohr. The total energy is -42184.84727 eV. The value obtained for the lowest unoccupied orbital energy is 0.085 eV.

Each line ends with the Löwdin charge.
Geometry (Å):
C (28.1137, 23.7423, -19.3825)  -0.067
C (27.2917, 24.4714, -18.3237)  -0.304
O (26.3364, 25.3585, -18.9080)  -0.096
H (27.4844, 23.3804, -20.1979)  0.075
H (28.6268, 22.8848, -18.9462)  0.076
H (28.8272, 24.4490, -19.8016)  0.069
H (27.9473, 25.1697, -17.7786)  0.106
H (26.9217, 23.8744, -17.4800)  0.111
H (25.5722, 24.7993, -19.1105)  0.104
C (22.6432, 31.0970, -16.1254)  -0.070
C (21.1298, 31.2334, -16.2283)  -0.297
O (20.6979, 32.3423, -15.4110)  -0.097
H (22.9031, 30.6936, -15.1457)  0.058
H (23.1582, 32.0343, -16.3085)  0.080
H (22.9153, 30.3720, -16.9040)  0.050
H (20.5293, 30.3951, -15.8639)  0.091
H (20.8136, 31.4640, -17.2466)  0.109
H (20.8743, 32.1543, -14.4859)  0.075
C (29.2956, 25.3025, -14.6518)  -0.098
C (30.3533, 24.3695, -14.0734)  -0.312
O (31.3455, 24.0344, -15.0385)  -0.083
H (29.6952, 26.1340, -15.2319)  0.077
H (28.7246, 25.7346, -13.8238)  0.072
H (28.5509, 24.7998, -15.2718)  0.050
H (29.9389, 23.4311, -13.7183)  0.107
H (30.8238, 24.8868, -13.2334)  0.107
H (31.7214, 24.8459, -15.3904)  0.077
C (28.8709, 27.6882, -21.1230)  -0.086
C (27.5556, 28.4130, -20.8738)  -0.317
O (27.0449, 28.7818, -22.1602)  -0.093
H (28.7418, 26.7864, -21.7146)  0.070
H (29.3375, 27.4175, -20.1645)  0.068
H (29.6179, 28.3825, -21.5067)  0.073
H (27.7809, 29.3211, -20.3013)  0.105
H (26.7915, 27.8612, -20.3206)  0.090
H (26.4242, 29.5144, -21.9926)  0.042
C (24.4854, 30.2694, -11.5505)  -0.088
C (24.3210, 29.2453, -12.6659)  -0.333
O (22.9584, 29.1052, -13.0237)  -0.086
H (25.4879, 30.2675, -11.1234)  0.072
H (23.8080, 30.0318, -10.7193)  0.073
H (24.1616, 31.2845, -11.7854)  0.072
H (24.7434, 28.2692, -12.4149)  0.110
H (24.9279, 29.6259, -13.5005)  0.102
H (22.7499, 28.1673, -13.0641)  0.069
C (26.1830, 32.0981, -19.8064)  -0.076
C (25.2105, 30.9582, -20.0066)  -0.305
O (24.9950, 30.7545, -21.4107)  -0.100
H (27.2511, 31.9055, -19.8927)  0.068
H (25.9817, 32.5472, -18.8318)  0.072
H (25.9505, 32.8512, -20.5644)  0.080
H (24.2413, 31.2096, -19.5562)  0.108
H (25.5379, 30.0187, -19.5438)  0.091
H (24.2722, 30.1190, -21.4912)  0.058
C (19.7597, 26.9892, -15.2340)  -0.083
C (21.1152, 27.6422, -15.5158)  -0.276
O (22.1388, 26.7025, -15.0889)  -0.100
H (19.5310, 26.1981, -15.9515)  0.070
H (18.9426, 27.7062, -15.4073)  0.072
H (19.5702, 26.6714, -14.2113)  0.076
H (21.1465, 28.5352, -14.9005)  0.084
H (21.3243, 27.7855, -16.5739)  0.089
H (22.2562, 26.1065, -15.8324)  0.072
C (21.9839, 28.3260, -19.2887)  -0.083
C (21.6823, 28.3725, -20.7733)  -0.300
O (22.1609, 29.6026, -21.3136)  -0.078
H (21.5183, 27.4235, -18.8824)  0.071
H (21.4790, 29.1519, -18.7797)  0.070
H (23.0372, 28.3681, -19.0176)  0.066
H (20.6225, 28.2224, -20.9884)  0.113
H (22.1755, 27.5343, -21.2780)  0.110
H (21.6352, 29.8347, -22.0842)  0.093
C (25.6008, 27.2879, -15.4876)  -0.067
C (24.9680, 27.6838, -16.8051)  -0.327
O (25.9518, 27.9664, -17.7932)  -0.095
H (26.0052, 26.2800, -15.6235)  0.061
H (25.0313, 27.3729, -14.5662)  0.047
H (26.4576, 27.9507, -15.3367)  0.083
H (24.3229, 28.5570, -16.6541)  0.091
H (24.2532, 26.9800, -17.2489)  0.098
H (26.1030, 27.1086, -18.2256)  0.030
C (26.0560, 23.5720, -13.2766)  -0.077
C (25.9642, 23.6218, -11.7485)  -0.306
O (24.7345, 24.2097, -11.2969)  -0.091
H (25.4984, 22.7530, -13.7227)  0.072
H (27.0998, 23.5091, -13.5924)  0.051
H (25.7199, 24.5480, -13.6316)  0.063
H (26.7281, 24.2323, -11.2679)  0.108
H (26.0455, 22.6133, -11.3309)  0.107
H (24.0673, 23.5166, -11.3295)  0.078

Forces on the atoms, in the same order (eV/Å):
-0.40 -0.01 0.31
1.41 1.19 0.72
-0.79 -0.93 0.16
-0.07 -0.04 0.07
0.15 0.09 -0.04
0.09 -0.15 -0.09
0.14 -0.22 -0.26
-0.59 -0.34 -0.64
0.03 0.45 -0.21
-0.75 -1.17 -0.45
-0.18 1.24 1.09
-0.24 0.35 -0.51
0.19 0.01 -0.03
-0.13 0.14 -0.04
0.44 0.06 0.23
0.54 -0.47 -0.38
0.01 0.08 0.07
0.11 -0.20 -0.01
-0.78 -0.19 0.46
0.34 0.86 -0.59
-0.05 -0.38 0.01
0.29 -0.05 0.07
0.02 0.09 -0.03
0.22 -0.17 -0.14
-0.10 -0.05 0.00
0.05 -0.14 0.18
-0.02 0.05 0.04
0.09 0.06 1.37
0.45 0.48 -0.74
-0.24 0.28 0.44
0.12 0.11 -0.25
-0.36 -0.31 0.02
-0.27 -0.08 -0.70
-0.09 -0.05 0.10
0.28 -0.33 0.02
0.01 -0.14 -0.30
-0.86 -0.40 1.10
0.68 0.72 -0.02
-0.17 0.06 -0.09
0.12 0.13 -0.27
0.16 -0.34 -0.04
0.36 -0.04 -0.61
0.01 0.11 0.32
-0.33 -0.23 -0.28
0.00 -0.01 -0.16
-0.42 0.60 -0.07
-0.20 -0.41 -0.06
0.32 -0.19 0.03
-0.08 -0.50 0.01
0.22 0.01 0.02
-0.02 0.07 0.11
0.14 0.11 0.04
0.12 0.15 0.06
-0.21 0.09 -0.07
-1.08 0.82 -1.12
-0.34 -1.88 0.94
0.03 0.68 0.20
0.23 -0.32 0.28
0.23 0.16 -0.11
0.66 -0.23 0.05
0.72 0.18 -0.23
-0.53 0.75 -0.01
0.15 -0.16 0.13
-0.91 0.12 0.20
0.56 -0.36 -0.17
-0.05 0.04 0.05
0.28 -0.13 0.02
0.08 0.10 -0.09
0.11 -0.10 -0.29
-0.15 0.30 0.28
0.18 0.02 0.01
0.09 0.01 -0.02
0.89 -0.30 -0.33
-0.99 0.80 -0.06
-0.24 -0.25 0.12
0.03 -0.05 0.42
-0.57 -0.26 -0.34
0.05 -0.02 -0.13
0.41 0.30 -0.08
0.17 -0.53 0.44
0.26 0.22 -0.10
0.58 0.84 0.56
-0.47 -0.27 0.15
0.05 -0.35 -0.18
-0.17 0.06 0.03
0.02 -0.28 0.04
-0.27 -0.17 -0.25
0.22 0.00 -0.39
0.15 0.01 0.03
-0.11 0.19 0.00

Question: Which of these has the lowest strongest force on any atom?
Answer: C20H60O10

Question: Among the records above, which one has the lowest relative energy (zero: lowest compared OMol25 entry of this formula, charge and spin)?
Answer: C20H60O10

Question: The highest HOMO-LUMO gap belongs to which entry?
Answer: C20H60O10